C9H15AsO7P2RuTe4 | the ωB97M-V functional and the def2-TZVPD basis

## Properties
HOMO energy (spin up / spin down) (Eh): -0.1751 / -0.1771
Energy above the lowest of the compared OMol25 structures with the same formula, charge and spin (eV): 0.820
LUMO level (spin up / spin down) (eV): 1.95 / 0.53
Expectation value of S²: 0.758
Total energy (eV): -135090.088

The geometry in ORCA input format:
```
! wB97M-V def2-TZVPD RIJCOSX def2/J DEFGRID3
* xyz -1 2
Ru -0.171 -1.496 1.672
Te -0.102 -5.330 2.111
Te 0.398 -9.457 1.677
Te 0.287 -7.289 0.254
Te -0.124 -3.468 0.118
O 2.278 -2.849 3.939
P 0.878 -2.126 4.251
O 0.694 -1.897 5.684
O -0.155 -2.785 3.369
O 1.119 -0.701 3.395
P 0.091 0.596 3.534
O 0.838 1.558 2.458
O 0.074 1.258 4.839
O -1.140 0.003 2.875
H 2.819 -2.825 4.735
H 1.282 2.247 2.965
C -1.242 1.798 0.209
As -0.574 0.013 -0.155
C -2.017 -0.585 -1.324
C 0.854 0.336 -1.478
C 0.561 1.423 -2.461
C 0.952 2.737 -2.206
C 0.640 3.758 -3.090
C -0.072 3.486 -4.250
C -0.462 2.182 -4.519
C -0.147 1.162 -3.633
H -1.500 2.292 -0.727
H -0.498 2.369 0.756
H -2.123 1.686 0.839
H -2.394 0.238 -1.931
H -2.811 -0.981 -0.692
H -1.664 -1.389 -1.969
H 1.010 -0.624 -1.973
H 1.745 0.552 -0.888
H 1.502 2.956 -1.298
H 0.953 4.772 -2.871
H -0.317 4.283 -4.941
H -1.012 1.956 -5.424
H -0.452 0.145 -3.852
*
```

Let us look at the Löwdin charges, expressed in e, one per atom: number 1, Ru, carries 0.461; number 2, Te, carries 0.134; number 3, Te, carries -0.093; number 4, Te, carries -0.101; number 5, Te, carries 0.176; number 6, O, carries -0.138; number 7, P, carries 0.176; number 8, O, carries -0.258; number 9, O, carries -0.598; number 10, O, carries -0.377; number 11, P, carries 0.180; number 12, O, carries -0.181; number 13, O, carries -0.265; number 14, O, carries -0.421; number 15, H, carries 0.075; number 16, H, carries 0.074; number 17, C, carries -0.273; number 18, As, carries 1.004; number 19, C, carries -0.318; number 20, C, carries -0.307; number 21, C, carries -0.314; number 22, C, carries -0.063; number 23, C, carries -0.091; number 24, C, carries -0.105; number 25, C, carries -0.091; number 26, C, carries -0.062; number 27, H, carries 0.026; number 28, H, carries 0.010; number 29, H, carries 0.034; number 30, H, carries 0.022; number 31, H, carries 0.022; number 32, H, carries 0.003; number 33, H, carries 0.069; number 34, H, carries 0.074; number 35, H, carries 0.114; number 36, H, carries 0.099; number 37, H, carries 0.095; number 38, H, carries 0.099; number 39, H, carries 0.109